1.
C55H41NOP2PdS as an isolated structure. Source: the Open Molecules 2025 dataset; level of theory: ωB97M-V/def2-TZVPD.

Output
2S+1: 1
HOMO, eV: -6.0393
Gap between HOMO and LUMO, eV: 6.39
Charge: 0

XYZ file:
```
102
Properties=species:S:1:pos:R:3:forces:R:3
Pd -0.00426 0.33954 0.25375 0.0 0.1 -0.5
O 0.20615 -0.25320 -2.81742 0.0 -0.1 0.0
S -0.73464 -1.18482 -2.11727 0.0 0.0 -0.4
C -2.22699 -1.13199 -3.10701 0.0 -0.1 0.2
C -2.18392 -1.49845 -4.42848 0.0 0.0 -0.1
C -3.32911 -1.51682 -5.24827 0.0 0.0 -0.1
C -4.52356 -1.17016 -4.68614 0.0 0.0 0.0
C -5.91814 -1.13121 -5.27007 0.1 0.0 0.0
C -6.82215 -0.63663 -4.10891 0.1 0.0 0.0
C -5.87283 -0.40391 -2.95575 0.0 0.0 0.0
C -6.08409 0.05744 -1.69297 -0.1 0.0 0.0
C -4.96609 0.21774 -0.84621 0.0 0.0 0.0
C -3.66566 -0.09318 -1.18973 0.0 -0.1 -0.1
P -2.37721 0.39783 0.06998 0.2 0.0 0.2
C -3.04655 1.99568 0.67973 0.0 0.0 0.0
C -2.50933 3.13482 0.07791 -0.1 0.0 0.0
C -2.89138 4.40099 0.49291 0.0 0.0 0.0
C -3.79671 4.54602 1.53670 0.0 0.0 0.0
C -4.32468 3.42124 2.15316 0.0 0.0 0.0
C -3.95470 2.15283 1.72368 0.0 0.0 0.0
C -2.76069 -0.76778 1.42968 0.0 0.0 0.0
C -3.33090 -2.01725 1.20876 0.0 0.0 0.0
C -3.42224 -2.94594 2.24102 0.0 0.0 0.0
C -2.96013 -2.63156 3.50805 0.0 0.0 0.0
C -2.39707 -1.38082 3.74301 0.0 0.0 0.0
C -2.28655 -0.46419 2.71223 0.0 0.0 0.0
C -3.43258 -0.65762 -2.49860 -0.1 0.0 0.0
C -4.56226 -0.74440 -3.34220 0.1 0.0 0.0
C -0.07327 -2.81910 -2.48665 0.0 0.0 0.1
C -0.86055 -3.85345 -2.92877 0.0 0.0 0.0
C -0.32207 -5.08248 -3.37359 0.0 0.0 0.0
C 1.03422 -5.20958 -3.42410 0.0 0.0 0.0
C 1.91777 -6.32857 -3.93028 0.0 0.1 0.0
C 3.36818 -5.79477 -3.76637 0.0 0.1 0.0
C 3.21092 -4.45819 -3.07618 0.0 0.0 0.0
C 4.12261 -3.54682 -2.63886 0.0 0.0 0.0
C 3.65113 -2.41082 -1.93939 0.0 0.0 0.0
C 2.32038 -2.13778 -1.70839 -0.1 0.0 -0.1
P 1.91181 -0.89635 -0.38079 -0.3 -0.1 0.6
C 2.35115 -1.89017 1.12847 0.1 0.0 -0.1
C 1.48576 -1.77456 2.21613 0.0 0.0 0.0
C 1.72804 -2.44838 3.40602 0.0 0.0 0.0
C 2.84786 -3.25694 3.52901 0.0 0.0 0.0
C 3.71466 -3.39341 2.45359 0.0 0.0 -0.1
C 3.46458 -2.72113 1.26494 0.0 0.0 0.0
C 3.31294 0.26207 -0.57296 0.0 0.0 0.0
C 3.28548 1.07610 -1.70923 0.0 0.0 0.0
C 4.25131 2.05098 -1.89406 0.0 0.0 0.0
C 5.24701 2.23852 -0.94070 0.0 0.0 0.0
C 5.27114 1.44347 0.19427 0.0 0.0 0.0
C 4.30797 0.45621 0.37944 0.0 0.0 0.0
C 1.34371 -2.98934 -2.33782 0.0 0.0 0.0
C 1.84047 -4.16812 -2.92139 0.0 0.1 0.0
H -1.23039 -1.80093 -4.84476 0.0 0.0 0.0
H -3.24990 -1.82110 -6.28490 0.0 0.0 0.0
H -6.21914 -2.11810 -5.62396 0.0 0.0 0.0
H -5.96020 -0.45895 -6.12829 0.0 0.0 0.0
H -7.57625 -1.37916 -3.84353 0.0 0.0 0.0
H -7.35368 0.27890 -4.37094 0.0 0.0 0.0
H -7.07194 0.33011 -1.34104 0.0 0.0 0.0
H -5.14634 0.63789 0.13470 0.0 0.0 0.0
H -1.76763 3.01349 -0.70324 0.0 0.0 0.0
H -2.46765 5.27654 0.01737 0.0 0.0 0.0
H -4.07974 5.53425 1.87722 0.0 0.0 0.0
H -5.02715 3.53179 2.97021 0.0 0.0 0.0
H -4.36889 1.28092 2.21724 0.0 0.0 0.0
H -3.70252 -2.27080 0.22317 0.0 0.0 0.0
H -3.85803 -3.91902 2.05074 0.0 0.0 0.0
H -3.03500 -3.35499 4.30997 0.0 0.0 0.0
H -2.03953 -1.12876 4.73488 0.0 0.0 0.0
H -1.82494 0.50202 2.88506 0.0 0.0 0.0
H -1.93122 -3.70808 -2.99322 0.0 0.0 0.0
H -0.98466 -5.86654 -3.71983 0.0 0.0 0.0
H 1.69101 -6.57510 -4.96807 0.0 0.0 0.0
H 1.76034 -7.23657 -3.34582 0.0 0.0 0.0
H 3.85591 -5.67004 -4.73461 0.0 0.0 0.0
H 3.98912 -6.47420 -3.18165 0.0 0.0 0.0
H 5.18822 -3.69495 -2.76995 0.0 0.0 0.0
H 4.39001 -1.73039 -1.53270 0.0 0.0 0.0
H 0.60098 -1.15406 2.11081 -0.1 0.0 0.0
H 1.03466 -2.34994 4.23265 0.0 0.0 0.0
H 3.04238 -3.78428 4.45487 0.0 0.0 0.0
H 4.58807 -4.02850 2.53927 0.0 0.0 0.0
H 4.14786 -2.84999 0.43802 0.0 0.0 0.0
H 2.48978 0.93734 -2.43453 0.0 0.0 0.0
H 4.22455 2.67645 -2.77774 0.0 0.0 0.0
H 5.99668 3.00729 -1.08132 0.0 0.0 0.0
H 6.04295 1.58787 0.94070 0.0 0.0 0.0
H 4.33231 -0.15817 1.27097 0.0 0.0 0.0
N 0.40656 2.20123 1.41681 0.1 0.0 0.1
C 0.78426 2.30811 2.49938 0.0 0.0 0.2
C 1.25771 2.41786 3.85135 0.1 0.2 -0.1
C 0.79459 1.54459 4.83099 -0.1 -0.1 0.0
C 1.25620 1.66852 6.13035 0.0 0.0 0.0
C 2.17634 2.65706 6.45273 0.0 0.0 0.0
C 2.63678 3.52858 5.47366 0.0 0.0 0.0
C 2.18169 3.41242 4.17175 0.0 0.0 0.0
H 0.08318 0.77235 4.56759 0.0 0.0 0.0
H 0.89821 0.99285 6.89586 0.0 0.0 0.0
H 2.54024 2.74447 7.46820 0.0 0.0 0.0
H 3.35061 4.30086 5.72771 0.0 0.0 0.0
H 2.53354 4.07982 3.39663 0.0 0.0 0.0
```
Forces are in eV/Å.

2.
An isolated molecule of C6H6O7S at a distorted geometry. Source: the Open Molecules 2025 dataset; level of theory: ωB97M-V/def2-TZVPD.

Output
2S+1: 1
HOMO (alpha / beta), eV: -7.0394 / -7.7170
SMILES string: O=S(=CO)=C(O)c1oc(O)c(O)c1O
Gap between HOMO and LUMO (alpha / beta), eV: 6.87 / 7.50
Charge: 0

XYZ file:
```
20
Properties=species:S:1:pos:R:3:forces:R:3
C -0.95518 1.42805 0.32728 0.3 -1.0 0.8
C -2.31462 0.93757 0.14856 1.7 -0.8 -0.4
C -0.21044 0.27875 0.55509 1.9 1.1 0.7
C -2.24640 -0.43336 0.17147 -0.4 0.0 0.8
C 2.58192 -0.19220 -0.92731 -1.0 -0.3 -0.7
C 1.14906 -0.02050 0.96055 -0.9 0.2 -0.5
O 2.00283 2.28558 0.05254 0.3 -0.9 -0.1
O -0.96089 -0.82227 0.51470 -2.7 -1.6 -0.9
O -0.53079 2.69766 0.43887 0.6 -0.1 -1.3
O -3.38513 1.62094 -0.22700 -1.4 0.0 -0.6
O -3.26719 -1.36943 0.07868 2.2 0.0 -0.1
O 2.98723 -1.42546 -0.60922 -1.6 -1.0 -1.4
O 1.49850 -1.24701 1.44035 -0.6 0.9 0.3
S 2.48635 0.91661 0.46148 0.5 0.9 0.1
H 1.74386 -0.45440 -1.56697 -0.6 1.5 -0.1
H 0.44312 2.74124 0.07091 -1.4 -0.3 1.0
H -3.39708 2.50732 0.10933 0.2 0.7 0.3
H -2.85341 -2.23029 -0.19324 -0.6 1.1 0.3
H 3.79693 -1.43384 -0.20540 3.4 -0.1 1.8
H 0.69482 -1.78452 1.44347 0.0 -0.2 0.0
```
Forces are in eV/Å.

3.
A 4-piece molecular cluster, C3H14O4 overall at a distorted geometry. Source: the Open Molecules 2025 dataset; level of theory: ωB97M-V/def2-TZVPD.

Output
2S+1: 1
HOMO, eV: -9.9183
SMILES string: CC(C)O.O.O.O
Gap between HOMO and LUMO, eV: 10.61
Charge: 0

XYZ file:
```
21
Properties=species:S:1:pos:R:3:forces:R:3
C 0.10735 -0.73789 0.29628 1.0 -0.1 -0.2
C 0.35335 -0.42734 -1.16790 -0.6 0.1 0.0
C 0.22421 1.04979 -1.49286 0.9 0.3 -1.0
O -0.50598 -1.20474 -2.01086 0.1 0.0 0.2
H 0.29762 -1.79205 0.50660 -0.1 0.0 0.0
H -0.89464 -0.47694 0.61176 -0.3 0.1 0.0
H 0.82127 -0.15484 0.87272 -0.1 0.0 0.3
H 1.37462 -0.70397 -1.43459 0.0 -0.2 0.0
H 1.07534 1.59641 -1.07502 -0.3 0.1 0.4
H -0.71598 1.55393 -1.27438 -0.1 -0.3 0.4
H 0.38628 1.14423 -2.57296 -0.2 0.0 0.0
H -1.35517 -1.23903 -1.55883 -0.1 -0.1 -0.2
H 3.19922 0.34913 5.84889 -0.1 -0.3 0.2
H 3.02380 -1.08631 6.38827 0.1 0.0 -0.1
O 2.63264 -0.20991 6.39845 0.0 0.3 -0.1
H -2.91184 0.29618 -6.57372 0.1 -0.1 0.0
H -3.37992 1.28943 -5.52910 0.0 0.0 0.1
O -2.73498 0.59115 -5.67547 -0.1 0.0 -0.1
H -0.69662 0.12304 2.92828 0.1 0.1 0.3
H 0.14141 1.03575 3.87888 -0.2 -0.2 0.2
O 0.06332 0.71075 2.97948 0.2 0.1 -0.3
```
Forces are in eV/Å.

4.
A 2-piece molecular cluster, CH6NO3S overall at a distorted geometry. Source: the Open Molecules 2025 dataset; level of theory: ωB97M-V/def2-TZVPD.

Output
2S+1: 1
HOMO, eV: -13.8709
Gap between HOMO and LUMO, eV: 9.09
Charge: +1

XYZ file:
```
12
Properties=species:S:1:pos:R:3:forces:R:3
C 1.34684 -0.27043 -0.55402 0.1 0.2 -1.6
N 2.00769 0.78866 -0.15324 -0.1 2.9 1.0
O -1.55507 -0.99283 0.31133 -0.8 -3.2 2.2
O -2.89484 -1.56097 0.02182 0.6 1.5 -3.8
O -0.88223 1.39801 0.49999 -2.3 0.8 -1.9
S -1.13862 0.19371 -0.55891 1.2 2.0 -0.2
H 1.18614 -0.47822 -1.64146 0.7 0.4 1.1
H 1.29888 -1.11468 0.09192 -0.5 -0.4 0.6
H 2.01814 1.09572 0.94218 0.4 -1.2 -3.7
H 2.25601 1.57359 -0.89254 -0.8 -2.0 2.3
H -3.37754 -1.90592 0.74480 0.1 -0.2 2.8
H -0.26540 1.27335 1.18814 1.3 -0.7 1.3
```
Forces are in eV/Å.